1.
# C5H10O2

2 unconnected molecules or ions with the total composition C5H10O2 (ωB97M-V/def2-TZVPD, the OMol25 dataset).

```
17
Properties=species:S:1:pos:R:3:forces:R:3
C -1.246 -1.441 0.268 0.03 0.00 0.02
C -0.515 -0.230 -0.264 -0.04 -0.24 -0.27
C 0.858 -0.469 -0.875 -0.41 0.08 -0.26
C 2.470 0.781 1.334 -0.87 0.48 0.12
O 1.865 1.863 0.901 0.31 -0.16 0.17
C -1.311 0.930 -0.690 -0.17 0.08 -0.18
O -0.650 0.933 0.578 0.15 0.10 0.17
H -1.474 -2.140 -0.544 0.09 0.11 0.11
H -0.630 -1.961 1.008 -0.06 0.03 -0.07
H -2.186 -1.145 0.744 0.19 -0.02 -0.08
H 1.218 0.422 -1.398 -0.07 -0.16 0.06
H 0.803 -1.305 -1.580 -0.07 0.18 0.01
H 1.605 -0.735 -0.135 -0.03 -0.15 0.12
H 1.630 0.134 1.743 0.39 0.09 0.00
H 0.876 1.831 0.962 0.32 -0.23 -0.06
H -2.399 0.904 -0.626 0.21 -0.07 0.01
H -0.913 1.628 -1.427 0.03 -0.14 0.14
```
Positions in Å, forces in eV/Å.

**HOMO energy**: -8.42 eV
**Kohn-Sham gap**: 9.19 eV
**Energy above the lowest of the compared OMol25 structures with the same formula, charge and spin**: 482.54 kJ/mol
**Net charge**: 0
**Lowest unoccupied orbital energy**: 0.766 eV
**E_tot**: -346.8416 Eh

=====

2.
# C5H10O2

2 unconnected molecules or ions with the total composition C5H10O2 (ωB97M-V/def2-TZVPD, the OMol25 dataset).

```
17
Properties=species:S:1:pos:R:3:forces:R:3
C -1.516 0.289 1.598 -0.02 -0.05 0.10
C -1.388 -0.193 0.149 -0.22 -0.20 -0.06
O -0.571 0.933 -0.211 0.06 0.05 -0.07
C -0.712 1.501 1.104 0.02 0.23 0.24
H -2.530 0.496 1.943 0.13 -0.02 -0.03
H -0.996 -0.340 2.324 -0.08 0.12 -0.11
H -0.857 -1.139 0.024 -0.09 0.03 -0.02
H -2.316 -0.212 -0.433 0.06 -0.01 0.08
H 0.258 1.664 1.585 -0.10 -0.02 -0.08
H -1.270 2.446 1.078 0.11 -0.14 -0.02
C 1.861 -0.281 -1.698 0.05 0.05 0.09
C 1.488 -1.413 -0.787 0.07 0.05 0.17
O 1.800 -1.496 0.377 -0.10 0.03 -0.40
H 2.640 -0.631 -2.385 -0.07 0.02 0.03
H 0.999 0.030 -2.294 0.09 -0.07 0.10
H 2.231 0.563 -1.114 -0.01 -0.10 -0.08
H 0.879 -2.216 -1.258 0.10 0.02 0.07
```
Positions in Å, forces in eV/Å.

**HOMO energy**: -9.68 eV
**Kohn-Sham gap**: 10.76 eV
**Energy above the lowest of the compared OMol25 structures with the same formula, charge and spin**: 260.74 kJ/mol
**Net charge**: 0
**Lowest unoccupied orbital energy**: 1.076 eV
**E_tot**: -346.9261 Eh
**Structure (SMILES)**: C1COC1.CC=O

=====

3.
# C5H10O2

2 unconnected molecules or ions with the total composition C5H10O2 (ωB97M-V/def2-TZVPD, the OMol25 dataset).

```
17
Properties=species:S:1:pos:R:3:forces:R:3
O -1.603 1.460 0.466 1.34 -0.24 -0.33
C -1.035 0.402 0.655 -4.20 -2.34 0.00
C -1.680 -1.014 -0.189 -0.37 1.82 0.65
O -1.230 -2.221 0.353 0.15 -0.12 0.16
H -0.786 -0.017 1.639 0.77 0.35 0.06
H -1.513 -0.991 -1.271 0.20 0.11 0.11
H -2.744 -0.814 -0.026 0.03 -0.21 0.04
H -1.925 -2.655 0.861 0.11 0.23 -0.06
C 1.989 -0.155 0.692 -0.13 0.10 0.28
C 1.017 0.391 -0.023 -0.90 -2.00 -1.48
C 1.159 1.470 -1.043 -0.12 0.06 0.08
H 1.808 -0.942 1.412 -0.07 -0.16 -0.13
H 3.016 0.182 0.604 0.00 0.23 0.10
H -0.024 -0.332 -0.210 3.16 2.05 0.50
H 0.464 2.280 -0.819 0.04 0.07 -0.04
H 2.177 1.857 -1.064 -0.03 0.04 0.04
H 0.908 1.096 -2.039 0.02 0.00 0.04
```
Positions in Å, forces in eV/Å.

**HOMO energy**: -8.81 eV
**Kohn-Sham gap**: 9.44 eV
**Energy above the lowest of the compared OMol25 structures with the same formula, charge and spin**: 491.38 kJ/mol
**Net charge**: 0
**Lowest unoccupied orbital energy**: 0.630 eV
**E_tot**: -346.8383 Eh
**Structure (SMILES)**: O=CCO.C=CC

=====

4.
# C5H10O2

2 unconnected molecules or ions with the total composition C5H10O2 (ωB97M-V/def2-TZVPD, the OMol25 dataset).

```
17
Properties=species:S:1:pos:R:3:forces:R:3
C -1.124 -2.022 1.688 -0.91 0.29 -0.10
C -0.226 -1.872 0.726 1.41 0.49 0.61
C 0.207 -0.546 0.237 0.46 -0.34 0.43
O 0.814 -0.593 -1.021 -0.98 0.31 -0.47
C 0.029 0.599 0.910 -0.18 -0.29 -0.51
C -0.290 1.964 0.354 0.50 -0.36 0.86
H -1.662 -1.176 2.102 0.14 0.16 -0.22
H -1.531 -2.953 2.027 0.42 -0.63 0.13
H 0.372 -2.693 0.342 -0.47 -0.30 -0.15
H 1.659 -1.037 -0.913 0.04 0.01 0.01
H 0.037 0.482 1.986 -0.85 0.00 0.10
H -0.809 1.952 -0.599 0.27 -0.14 -0.20
H 0.594 2.592 0.330 0.03 0.37 -0.24
H -0.984 2.372 1.091 0.03 0.34 -0.15
O 0.866 1.339 -3.157 -0.50 0.14 0.17
H 1.588 0.873 -3.578 0.02 -0.20 0.05
H 0.460 0.719 -2.525 0.57 0.15 -0.31
```
Positions in Å, forces in eV/Å.

**HOMO energy**: -8.54 eV
**Kohn-Sham gap**: 9.04 eV
**Energy above the lowest of the compared OMol25 structures with the same formula, charge and spin**: 285.67 kJ/mol
**Net charge**: 0
**Lowest unoccupied orbital energy**: 0.498 eV
**E_tot**: -346.9166 Eh
**Structure (SMILES)**: C=C/C(O)=C/C.O